Here is a molecular structure, C38H38F3N2O3SSiY from OMol25. Energies are from wB97M-V/def2-TZVPD.

E_tot = -77059.45874 eV
Gap between HOMO and LUMO = 8.26 eV
Max |F| = 0.022 hartree/bohr
HOMO energy = -7.86 eV
Relative energy (zero: lowest compared OMol25 entry of this formula, charge and spin) = 13.3 kcal/mol

Structure (XYZ):
```
87
Properties=species:S:1:pos:R:3:forces:R:3
Y 0.310 -0.081 -0.120 0.46 -1.03 -0.16
C -2.175 0.080 2.520 -0.06 0.03 0.04
C -1.168 -0.378 3.360 -0.01 0.03 0.08
C -0.090 0.442 3.662 -0.01 0.00 0.03
C -0.013 1.718 3.121 -0.01 0.02 0.03
C -1.029 2.184 2.294 0.00 0.05 0.00
C -2.113 1.365 1.995 -0.01 -0.03 0.06
H -3.028 -0.551 2.299 0.03 -0.02 -0.01
H -1.220 -1.375 3.774 0.03 -0.01 -0.04
H 0.702 0.079 4.305 0.00 0.00 -0.01
H 0.827 2.357 3.360 0.02 -0.02 -0.03
H -0.996 3.197 1.911 0.03 -0.03 -0.06
H -2.919 1.737 1.377 0.05 -0.03 -0.07
C -1.313 1.244 -1.221 -0.23 0.24 -0.71
Si -0.613 1.923 -2.806 -0.24 0.24 0.46
C 1.065 2.651 -2.242 -0.12 -0.11 -0.28
N 1.921 1.690 -1.504 -0.24 -0.21 0.11
C 2.885 2.392 -0.611 0.15 0.02 0.08
C 4.178 2.764 -1.330 -0.04 -0.15 -0.02
C 4.938 1.478 -1.706 -0.07 -0.02 0.07
C 3.950 0.319 -1.909 -0.09 0.07 -0.04
C 2.659 0.865 -2.500 0.14 -0.05 -0.07
C -0.467 0.705 -4.236 0.03 0.03 0.21
C 0.398 0.961 -5.302 0.04 0.04 0.05
C 0.434 0.134 -6.413 0.05 0.02 -0.08
C -0.410 -0.966 -6.489 -0.02 0.01 0.05
C -1.285 -1.229 -5.446 -0.02 -0.07 -0.04
C -1.306 -0.405 -4.330 -0.03 0.05 0.05
C -1.571 3.402 -3.515 0.17 -0.10 0.03
C -1.585 4.628 -2.845 -0.02 -0.06 0.02
C -2.287 5.716 -3.340 0.01 0.07 0.06
C -3.005 5.598 -4.522 0.00 -0.03 -0.02
C -3.017 4.386 -5.196 -0.06 0.02 -0.06
C -2.306 3.303 -4.698 0.06 -0.04 0.03
H -2.231 0.675 -1.424 0.00 0.00 0.05
H -1.626 2.122 -0.640 0.07 0.09 -0.06
H 0.800 3.469 -1.566 -0.05 -0.03 0.04
H 1.621 3.107 -3.074 0.04 0.06 0.07
H 3.125 1.740 0.231 -0.04 0.03 0.00
H 2.393 3.279 -0.210 -0.07 -0.03 0.00
H 4.785 3.402 -0.686 -0.01 0.03 -0.02
H 3.941 3.345 -2.225 0.02 0.04 0.01
H 5.656 1.224 -0.925 0.01 0.00 -0.02
H 5.503 1.641 -2.627 0.04 0.00 0.02
H 3.728 -0.183 -0.964 0.04 0.00 0.01
H 4.363 -0.434 -2.581 -0.02 -0.02 0.01
H 2.015 0.065 -2.859 -0.04 0.04 -0.03
H 2.914 1.482 -3.373 -0.03 0.05 0.03
H 1.052 1.827 -5.265 0.00 -0.02 -0.03
H 1.116 0.350 -7.227 0.00 -0.01 0.01
H -0.381 -1.615 -7.355 -0.01 0.00 0.00
H -1.950 -2.083 -5.501 0.01 -0.01 0.01
H -2.000 -0.620 -3.523 0.00 -0.04 -0.01
H -1.041 4.734 -1.911 -0.01 0.06 -0.01
H -2.277 6.657 -2.804 0.00 -0.01 -0.01
H -3.548 6.447 -4.917 -0.01 -0.01 0.01
H -3.581 4.283 -6.116 0.01 0.01 0.01
H -2.317 2.363 -5.239 -0.01 0.03 -0.03
F 1.159 -5.024 -3.128 -0.06 0.14 -0.09
C 0.320 -4.201 -3.785 0.04 -0.13 -0.15
F -0.321 -4.965 -4.708 0.15 0.06 0.10
F 1.063 -3.323 -4.475 -0.09 -0.14 0.12
C -0.676 -3.547 -2.868 0.00 0.14 0.13
C -2.008 -3.885 -2.971 0.06 0.10 -0.01
C -2.945 -3.251 -2.164 -0.01 -0.04 -0.01
C -2.486 -2.305 -1.274 -0.15 0.09 0.19
N -1.202 -1.985 -1.130 0.49 0.15 -0.03
C -0.269 -2.586 -1.907 -0.42 -0.22 0.03
S 1.360 -2.125 -1.640 0.33 0.27 0.00
H -2.312 -4.631 -3.694 -0.03 0.03 0.02
H -3.997 -3.483 -2.235 0.00 0.01 0.04
H -3.176 -1.776 -0.625 -0.01 0.03 -0.04
O 4.271 0.052 2.948 -0.10 0.12 -0.15
C 4.056 -1.271 3.146 -0.11 -0.24 0.04
C 4.958 -2.032 3.885 0.07 0.02 0.03
C 4.719 -3.371 4.134 -0.02 0.02 -0.05
C 3.565 -3.977 3.657 0.03 -0.08 0.06
C 2.670 -3.229 2.915 0.00 -0.05 -0.01
C 2.900 -1.885 2.635 0.11 0.23 -0.01
C 1.907 -1.175 1.782 -0.18 -0.08 -0.03
O 2.205 -0.077 1.211 0.01 0.17 -0.01
O 0.768 -1.690 1.606 -0.06 0.17 -0.03
H 5.093 0.306 3.376 0.08 -0.04 0.06
H 5.859 -1.563 4.267 -0.02 0.02 0.00
H 5.440 -3.947 4.700 0.00 0.02 0.03
H 3.378 -5.021 3.865 -0.04 0.01 -0.06
H 1.769 -3.675 2.516 0.01 0.02 0.00
```
Forces are in eV/Å.